Record 1
DFT (ωB97M-V with the def2-TZVPD basis set) results for a single C5H6N2O molecule in a non-equilibrium geometry.

CARTESIAN COORDINATES (ANGSTROEM)
C1 1.442229 1.131667 0.173891
N1 2.235163 -0.006301 0.138926
C2 1.370937 -1.108187 -0.128430
N2 0.127766 -0.638601 -0.259692
C3 0.137786 0.897559 -0.103829
C4 -1.441077 1.165916 -0.390877
C5 -1.953019 -0.207820 0.396065
O1 -1.121325 -1.175954 0.050535
H1 1.999301 2.019128 0.568778
H2 1.640026 -2.216816 -0.371337
H3 -1.558845 2.133585 0.306699
H4 -1.936038 1.150914 -1.431681
H5 -3.124935 -0.545389 0.127901
H6 -1.930550 0.105718 1.559809

Forces on the atoms, in the same order (eV/Å):
1.299 0.283 0.682
-2.420 -3.216 -1.057
2.131 1.119 0.453
0.163 4.329 0.687
-2.867 -4.572 -1.873
0.879 0.453 3.268
-4.174 4.951 1.609
2.225 -3.568 -1.477
-1.076 -0.582 -0.946
-0.322 2.453 0.932
-0.850 -2.093 -2.014
1.621 0.573 1.426
3.322 0.929 0.587
0.071 -1.059 -2.276

The HOMO energy comes out at -8.73 eV. The HOMO-LUMO gap comes out at 9.558 eV. As for the charge: 0. The LUMO energy comes out at 0.03061 Ha. The calculation puts the maximum force at 6.67 eV/Å. Its SMILES is c1ncn2c1CCO2.


Record 2
DFT (ωB97M-V with the def2-TZVPD basis set) results for a molecular structure, C11H11Br2N in a non-equilibrium geometry.

CARTESIAN COORDINATES (ANGSTROEM)
C1 -1.536919 2.159719 2.545209
C2 -2.431399 2.328046 1.429487
C3 -0.251896 1.802990 2.360538
C4 -2.014196 2.117862 0.171492
C5 0.140172 1.505653 0.955731
C6 -0.648998 1.830934 -0.128031
C7 1.162845 0.572171 0.926413
C8 -0.221058 2.070525 -1.418571
C9 1.402465 -0.883507 -0.945169
C10 2.416968 -1.144494 -1.960005
C11 0.034066 -1.522982 -1.076953
N1 1.753077 -0.088866 -0.028594
Br1 -1.438243 2.059208 -2.807065
Br2 1.567047 2.135120 -2.039721
H1 -1.898850 2.232202 3.606839
H2 -3.443156 2.472688 1.567931
H3 0.530774 1.630296 3.082158
H4 -2.639240 2.051244 -0.690899
H5 1.445454 0.319972 1.917420
H6 2.781035 -2.238908 -1.833798
H7 3.246517 -0.503227 -1.502342
H8 1.980013 -1.113598 -2.953638
H9 -0.449532 -1.086434 -1.893362
H10 -0.461185 -1.227851 -0.217693
H11 -0.019666 -2.621502 -1.319819

Forces on the atoms, in the same order (eV/Å):
0.217 0.263 2.344
1.580 -0.999 -0.513
-0.742 0.103 -2.333
-0.447 -0.504 0.255
2.775 -1.527 2.685
-0.043 1.801 -2.969
-1.934 1.071 1.312
0.501 -0.824 1.130
-0.942 -0.819 -0.007
2.174 -1.991 1.541
1.762 -1.110 -0.297
0.457 -0.490 -1.257
-0.590 0.194 -1.169
-0.261 0.317 0.319
0.148 0.233 -1.282
-1.965 0.499 0.582
-0.393 0.049 0.469
-0.854 0.489 0.091
0.974 -0.358 0.731
-0.592 1.488 -0.207
-0.593 -0.631 -2.190
0.599 0.713 -0.251
-0.811 1.048 -1.449
-1.543 -0.021 1.739
0.523 1.005 0.726

The HOMO energy (alpha / beta) comes out at -6.97 / -6.97 eV. The HOMO-LUMO gap (alpha / beta) comes out at 6.887 / 6.889 eV. As for the charge: 0. The LUMO energy (alpha / beta) comes out at -0.00295 / -0.00292 Ha. The calculation puts the maximum force at 4.15 eV/Å.


Record 3
DFT (ωB97M-V with the def2-TZVPD basis set) results for a molecular structure, C20H40BBr16N2O8 in a non-equilibrium geometry.

CARTESIAN COORDINATES (ANGSTROEM)
N1 4.190197 3.085730 1.135942
H1 4.021566 3.185681 2.136195
H2 4.666745 2.196507 0.975668
H3 4.854357 3.750325 0.743763
H4 3.317130 3.169906 0.545714
N2 2.861925 4.680025 -3.230374
H5 2.152277 5.376999 -3.456588
H6 3.505233 4.559982 -4.014968
H7 2.456895 3.783426 -2.953419
H8 3.449091 5.126254 -2.532008
O1 2.042183 3.374548 -0.347714
C1 1.321293 2.409175 -0.585331
O2 1.279729 1.345029 0.207100
B1 0.292726 0.404075 -0.308522
O3 -0.127702 0.935526 -1.634557
C2 0.364451 2.094609 -1.814572
O4 0.132024 2.881647 -2.710686
O5 -0.797970 0.016625 0.590877
C3 -0.741644 -1.272087 0.886961
O6 -1.281482 -1.828973 1.794473
C4 0.480663 -1.879469 0.105953
O7 0.950271 -0.888364 -0.621468
O8 0.925606 -2.984868 0.183937
Br1 -2.370146 3.302352 -0.532504
C5 -4.043925 2.340094 -1.066512
C6 -3.659720 0.940897 -1.523783
Br2 -5.437924 0.144245 -1.980364
H9 -4.518861 2.859185 -1.893273
H10 -4.646850 2.292800 -0.165645
H11 -3.113308 0.404402 -0.750095
H12 -2.995138 0.942612 -2.386187
Br3 1.774102 5.069375 3.077439
C7 -0.032954 4.775441 2.253307
C8 -0.755574 3.588497 2.973159
Br4 0.469901 2.016196 3.011030
H13 0.373213 4.459221 1.296373
H14 -0.609568 5.685352 2.114637
H15 -1.697260 3.307611 2.507781
H16 -0.983339 3.888088 3.993937
Br5 -1.540636 0.266808 5.679615
C9 -0.961368 -1.390823 4.848795
C10 -0.299449 -2.315643 5.864961
Br6 -1.699530 -3.007973 7.106592
H17 -0.351432 -1.085742 4.003300
H18 -1.801189 -2.010131 4.537534
H19 0.453147 -1.901414 6.531200
H20 0.228343 -3.016491 5.215953
Br7 2.988920 -3.744659 -2.655130
C11 2.103665 -4.882839 -1.277748
C12 2.369240 -6.356870 -1.478203
Br8 1.400934 -7.335228 -0.053456
H21 1.041758 -4.659446 -1.256518
H22 2.544535 -4.558838 -0.337840
H23 3.401679 -6.659699 -1.631022
H24 1.855398 -6.695446 -2.377330
Br9 3.488335 -1.583751 3.574373
C13 2.117253 -2.865493 3.003425
C14 2.301586 -4.219812 3.653749
Br10 0.796981 -5.447839 3.076309
H25 2.314142 -2.943809 1.935329
H26 1.070210 -2.564662 3.036143
H27 2.348683 -4.193090 4.737804
H28 3.156228 -4.692109 3.177896
Br11 -2.861528 4.742025 -6.892471
C15 -2.495309 2.784920 -6.711549
C16 -2.144132 2.615348 -5.234676
Br12 -1.222340 0.894696 -4.865706
H29 -1.699101 2.639520 -7.432649
H30 -3.437474 2.317238 -6.977825
H31 -3.043594 2.546054 -4.632824
H32 -1.440553 3.394453 -4.963290
Br13 2.642606 1.484397 -4.944729
C17 1.932628 -0.151973 -4.143836
C18 3.120905 -0.992041 -3.608223
Br14 4.073831 0.097327 -2.266886
H33 1.331220 -0.657468 -4.899595
H34 1.167088 0.043087 -3.396672
H35 3.891369 -1.403586 -4.252758
H36 2.735656 -1.834313 -3.032534
Br15 -6.377010 -0.602921 2.654292
C19 -5.057265 -2.043959 2.321658
C20 -5.046142 -3.063783 3.452923
Br16 -3.354489 -4.130078 3.301766
H37 -4.045080 -1.656211 2.224095
H38 -5.319878 -2.469476 1.356162
H39 -5.936389 -3.663857 3.614240
H40 -4.810668 -2.563073 4.389678

Forces on the atoms, in the same order (eV/Å):
1.089 -0.494 -0.629
-0.183 0.389 -0.022
-0.461 -0.360 0.095
-0.016 0.511 0.658
-0.570 -0.234 0.382
0.808 0.884 -0.375
-0.380 -0.331 -0.232
-0.406 -0.304 -0.384
-0.315 -0.190 0.180
-0.154 -0.351 0.715
-0.462 -0.113 -1.103
0.104 -1.782 0.976
0.035 1.819 -1.003
-0.328 -2.768 -0.531
-0.575 -0.478 0.645
0.144 2.582 -0.465
1.035 -0.346 0.664
-0.214 1.175 -0.529
1.609 -0.842 1.056
-0.600 0.206 -0.504
-0.855 0.386 -0.026
0.799 0.311 -0.201
-0.392 0.490 0.147
-0.658 -0.025 -0.144
0.776 -0.678 -0.038
-0.296 0.412 0.131
1.143 0.023 0.191
0.084 0.420 0.302
-0.067 0.226 -0.115
-0.589 -0.307 0.158
-0.417 0.016 -0.290
-0.687 0.689 0.107
0.771 -1.880 -0.159
1.057 0.957 0.025
-0.949 0.702 0.278
-0.666 -0.062 -0.245
0.137 0.103 0.567
0.247 -0.105 -0.368
0.224 -0.313 0.126
-0.281 -0.042 -0.074
-0.144 -0.350 1.089
0.212 0.601 -0.157
0.906 -0.073 -0.817
0.156 -0.231 0.140
-0.292 0.731 -0.524
-0.165 0.383 -0.108
-0.507 -0.977 0.563
-0.388 -2.377 0.947
0.807 -0.523 0.533
-1.056 -0.225 -1.108
0.744 0.285 -0.461
0.224 0.044 -0.305
-0.091 0.140 -0.209
0.090 0.069 0.789
-0.021 0.025 -0.003
-0.596 -0.091 0.241
-0.248 -0.669 -1.074
-0.279 -0.411 -0.886
0.731 1.006 0.600
0.060 -0.175 0.196
0.237 0.743 0.631
-0.062 -0.181 -0.062
0.176 -0.134 0.575
-0.052 -0.424 -0.020
-0.319 1.004 0.517
0.403 -0.631 -0.831
-0.461 0.277 -0.456
0.005 -0.410 0.222
0.244 -0.226 -0.158
0.126 0.418 0.121
-0.147 -0.152 0.485
-0.487 0.156 -0.194
0.865 -0.956 -0.151
-1.155 1.118 0.582
0.066 -0.223 0.096
0.619 -0.110 -0.440
0.594 0.485 0.393
-0.197 0.566 -0.557
-0.224 1.226 -0.175
0.616 -0.510 -0.054
-0.031 -0.531 -0.050
1.016 0.695 0.568
-0.944 -0.028 -0.225
-0.228 0.538 0.136
-0.187 -0.079 0.114
0.189 -0.280 -0.456
-0.347 0.170 -0.025

The HOMO energy comes out at -11.04 eV. The HOMO-LUMO gap comes out at 6.995 eV. As for the charge: +1. The LUMO energy comes out at -0.14874 Ha. The calculation puts the maximum force at 2.84 eV/Å.


Record 4
DFT (ωB97M-V with the def2-TZVPD basis set) results for a molecular structure, C22H35IrNO2P2S2 in a non-equilibrium geometry.

CARTESIAN COORDINATES (ANGSTROEM)
P1 -1.270331 0.941181 -2.530371
P2 0.851557 -0.712823 3.033587
C1 0.456018 -1.564093 0.180714
C2 0.022628 -0.669025 1.341753
H1 1.542070 -1.735800 0.153317
H2 1.290486 -1.599784 -2.380081
H3 0.157717 0.377963 1.026515
H4 -1.050414 -0.822294 1.547713
C3 2.623430 -0.704853 2.988798
H5 3.011374 -0.640477 4.014008
H6 2.956589 0.166418 2.409804
H7 2.961104 -1.633878 2.511520
C4 0.204448 -2.089250 3.967109
H8 0.547545 -3.016046 3.489436
H9 -0.892229 -2.056134 3.977572
H10 0.586208 -2.038044 4.995728
C5 -0.549578 1.248855 -4.170212
H11 -1.111646 2.039951 -4.687274
H12 -0.580154 0.320655 -4.757784
H13 0.497672 1.557426 -4.042601
C6 -3.082188 0.990444 -2.666133
H14 -3.485319 1.558502 -1.816623
H15 -3.468132 -0.036395 -2.633044
H16 -3.375367 1.469283 -3.610514
Ir1 -0.458575 -1.377916 -1.746034
C7 -1.726354 -2.475555 -0.894617
C8 -0.369288 -2.806594 -0.159657
C9 0.456013 -3.995726 -0.686341
C10 1.119542 -3.827574 -2.058848
C11 0.799557 -2.546407 -2.832162
C12 -0.683895 -2.375935 -3.336239
C13 -1.632190 -3.546598 -3.181963
C14 -2.265372 -3.585812 -1.768899
C15 -0.828141 2.328010 -1.454680
H17 -2.434620 -2.041410 -0.185340
H18 -0.784625 -3.113433 0.822578
H19 -0.160425 -4.899033 -0.662430
H20 1.252979 -4.164115 0.047689
H21 2.207133 -3.835997 -1.918724
H22 0.896353 -4.693845 -2.691977
H23 1.367539 -2.524249 -3.776371
H24 -0.706012 -1.893084 -4.313302
H25 -1.149833 -4.494384 -3.452274
H26 -2.438939 -3.394526 -3.910378
H27 -3.345772 -3.424585 -1.861055
H28 -2.142709 -4.557882 -1.280971
H29 -1.664432 2.538106 -0.774584
H30 -0.608272 3.222420 -2.056354
H31 0.070513 2.089583 -0.873250
O1 1.882486 3.101197 -0.234735
S1 2.337628 3.076670 1.140225
O2 3.758489 3.134920 1.382595
N1 1.628807 1.809480 1.960141
C16 0.871636 2.177683 2.977040
S2 0.154852 0.993903 4.036116
C17 0.696473 3.611047 3.098937
C18 -0.099880 4.359081 3.975790
C19 -0.062135 5.751994 3.885974
C20 0.739418 6.387034 2.919375
C21 1.504041 5.635548 2.013835
C22 1.469846 4.252584 2.123510
H32 -0.723956 3.833288 4.700129
H33 -0.658135 6.352191 4.574857
H34 0.769721 7.474878 2.870092
H35 2.117048 6.093262 1.239366

Forces on the atoms, in the same order (eV/Å):
0.419 -1.026 0.094
-0.938 0.595 -1.046
1.041 -1.027 0.482
-0.253 0.335 -0.492
-0.402 0.084 -0.124
0.298 -0.220 -0.136
-0.118 -0.275 0.310
0.279 0.116 0.116
0.569 -0.224 -0.114
-0.098 -0.112 -0.226
-0.048 -0.457 0.237
0.048 0.129 0.151
0.015 -0.095 0.269
-0.087 0.140 0.146
0.273 -0.021 -0.008
-0.102 -0.123 -0.236
-0.144 0.237 -0.086
0.267 -0.197 0.025
-0.030 0.367 0.091
-0.285 -0.082 -0.070
-0.122 -0.058 -0.215
0.029 -0.201 -0.308
-0.044 0.336 -0.089
-0.070 -0.106 0.312
-1.224 10.958 1.181
-1.371 -2.120 1.111
0.167 -2.187 3.168
0.078 -0.094 0.374
0.801 -0.130 -0.174
1.086 -2.617 -2.528
0.893 -2.058 -1.931
-0.541 -0.171 -0.228
-0.631 -0.078 -0.126
0.195 0.301 0.058
-0.015 0.014 -0.101
0.071 -0.379 0.113
0.062 0.200 -0.049
-0.212 -0.052 -0.039
-0.163 -0.110 -0.081
0.066 0.232 0.058
0.056 0.102 0.258
-0.074 0.048 0.084
-0.078 0.138 0.050
0.222 -0.159 0.092
0.181 -0.143 -0.024
-0.063 0.037 -0.096
0.245 -0.035 -0.158
-0.125 -0.172 0.236
-0.275 0.142 -0.228
0.254 -0.187 1.039
0.315 0.341 -0.102
-1.112 -0.305 -0.031
1.351 -0.323 -1.878
-0.815 2.855 0.919
-0.136 -0.716 0.151
-0.477 -3.288 0.801
-0.769 1.906 0.857
-1.006 -2.468 1.319
1.044 0.813 -1.250
0.131 -0.866 -0.153
1.254 2.474 -1.719
0.146 0.376 -0.109
0.164 -0.182 -0.224
-0.028 -0.283 0.019
-0.163 0.071 0.258

The spin multiplicity is 6. The HOMO energy (alpha / beta) comes out at -11.80 / -14.30 eV. The HOMO-LUMO gap (alpha / beta) comes out at 6.901 / 4.975 eV. As for the expectation value of S²: 8.7865. As for the charge: +2. The LUMO energy (alpha / beta) comes out at -0.18000 / -0.34252 Ha. The calculation puts the maximum force at 11.09 eV/Å.